Entry from the OMol25 dataset: C4H4O5Sn as an isolated structure at a distorted geometry (ωB97M-V/def2-TZVPD).

Each line ends with the Mulliken spin population.
CARTESIAN COORDINATES (ANGSTROEM)
H -0.7236 1.4542 -1.3067  0.002
C 0.2133 -0.8076 0.2176  -0.099
H 2.1984 0.9515 -1.5132  0.000
H 1.3248 1.8291 -0.2221  -0.001
C 0.0030 0.6596 -1.5385  0.003
O 0.2847 -2.0948 0.4998  -0.044
O -2.7650 0.1384 2.7742  0.136
O -0.4538 -0.0828 1.2140  0.038
O 1.5025 -0.2256 0.0092  -0.002
Sn -0.5269 -2.0520 2.1671  0.634
O -0.4298 -0.5851 -1.0401  0.028
C 1.3489 0.9037 -0.8190  -0.002
H 0.1124 0.5819 -2.6282  -0.002
C -2.0889 -0.6705 2.1860  0.309

- <S²>: 0.758
- HOMO (spin up / spin down): -0.053 / -0.157 Ha
- ΔE to the lowest compared entry with this formula, charge and spin: 0.600 eV
- Total charge: -1
- Kohn-Sham gap (spin up / spin down): 5.044 / 7.776 eV
- Multiplicity: 2